DFT (ωB97M-V with the def2-TZVPD basis set) results for C37H27F5LaN6OS as an isolated structure in a non-equilibrium geometry.

Each line ends with the Löwdin charge.
Element x y z (Å)
La (0.184, 0.103, -0.401)  1.9161
C (-2.605, 0.278, 3.576)  -0.0050
C (-1.695, 0.583, 2.436)  -0.2653
N (-1.650, -0.068, 1.336)  -0.0971
N (-2.536, -1.141, 1.172)  0.0898
C (-2.414, -1.651, -0.023)  -0.4726
O (-1.569, -1.248, -0.932)  -0.3098
C (-3.268, -2.816, -0.379)  -0.1591
C (-3.126, -3.403, -1.632)  -0.0309
C (-3.894, -4.507, -1.974)  -0.0715
C (-4.806, -5.024, -1.067)  -0.0757
C (-4.952, -4.438, 0.185)  -0.0702
C (-4.187, -3.337, 0.530)  -0.0252
C (-0.763, 1.767, 2.532)  -0.2314
C (-0.620, 2.450, 3.730)  0.0049
C (0.245, 3.537, 3.777)  -0.0215
C (0.926, 3.908, 2.634)  -0.0258
C (0.736, 3.162, 1.478)  -0.1346
N (-0.087, 2.119, 1.424)  0.0050
H (-3.300, -0.512, 3.317)  0.0717
H (-3.153, 1.173, 3.874)  0.0952
H (-2.016, -0.042, 4.440)  0.0960
H (-2.415, -2.989, -2.332)  0.1111
H (-3.783, -4.962, -2.949)  0.1053
H (-5.406, -5.886, -1.328)  0.1066
H (-5.663, -4.837, 0.896)  0.1063
H (-4.293, -2.877, 1.502)  0.1066
H (-1.157, 2.133, 4.611)  0.1172
H (0.382, 4.081, 4.702)  0.1227
H (1.611, 4.744, 2.625)  0.1199
H (1.290, 3.384, 0.573)  0.1045
C (-2.657, 2.382, -0.630)  -0.0179
C (-1.684, 2.884, -1.655)  -0.2989
C (-1.898, 4.125, -2.250)  -0.0034
C (-1.022, 4.568, -3.213)  -0.0194
C (0.027, 3.748, -3.602)  0.0015
C (0.189, 2.523, -2.979)  -0.1903
N (-0.637, 2.121, -1.992)  0.0480
C (1.242, 1.552, -3.445)  -0.1870
C (1.959, 1.784, -4.609)  0.0115
C (2.846, 0.820, -5.048)  -0.0104
C (3.014, -0.335, -4.312)  0.0136
C (2.308, -0.488, -3.125)  -0.1938
N (1.422, 0.436, -2.725)  0.0352
C (2.479, -1.732, -2.296)  -0.2250
C (3.579, -2.552, -2.480)  0.0032
C (3.673, -3.713, -1.726)  -0.0166
C (2.669, -4.022, -0.834)  0.0035
C (1.599, -3.145, -0.684)  -0.2917
C (0.476, -3.468, 0.257)  -0.0080
N (1.528, -2.013, -1.393)  0.0411
H (-3.675, 2.598, -0.952)  0.0983
H (-2.501, 2.878, 0.330)  0.0876
H (-2.586, 1.308, -0.461)  0.0485
H (-2.753, 4.714, -1.950)  0.1263
H (-1.157, 5.533, -3.682)  0.1227
H (0.703, 4.074, -4.376)  0.1083
H (1.803, 2.677, -5.192)  0.1093
H (3.392, 0.962, -5.972)  0.1245
H (3.677, -1.112, -4.659)  0.1136
H (4.364, -2.291, -3.171)  0.1120
H (4.528, -4.365, -1.841)  0.1216
H (2.704, -4.922, -0.236)  0.1235
H (0.803, -4.164, 1.027)  0.0960
H (-0.363, -3.910, -0.284)  0.0967
H (0.077, -2.595, 0.778)  0.0420
F (2.660, 0.820, 6.178)  0.1353
C (2.751, 0.790, 4.852)  -0.1440
C (1.913, -0.027, 4.112)  -0.1556
F (0.993, -0.779, 4.718)  0.1256
C (2.025, -0.016, 2.738)  -0.2419
F (1.147, -0.819, 2.060)  -0.0269
C (2.920, 0.766, 2.024)  -0.5591
S (2.967, 0.765, 0.254)  0.5175
C (3.737, 1.576, 2.804)  -0.2488
F (4.623, 2.390, 2.231)  0.0956
C (3.664, 1.593, 4.189)  -0.1436
F (4.459, 2.397, 4.887)  0.1366

Properties
E   -75077.797 eV
Total charge   +1
ΔE to the lowest compared entry with this formula, charge and spin   0.000 eV